Below is 19 unconnected molecules or ions with the total composition C56H164N14O19 in a non-equilibrium geometry, with properties calculated with wB97M-V/def2-TZVPD.

Values from the calculation:
* ΔE to the lowest compared entry with this formula, charge and spin: 101.3 kJ/mol
* Kohn-Sham gap: 8.38 eV

Each atom is followed by the atoms it is bonded to, with distances in Å.
Cartesian coordinates (Å):
1 O -4.486 0.027 0.878  H2 0.957, H3 0.957
2 H -3.719 0.273 1.395  O1 0.957
3 H -5.051 0.798 0.904  O1 0.957
4 O -5.842 -2.249 0.425  H5 0.957, H6 0.957
5 H -6.638 -2.013 -0.052  O4 0.957
6 H -5.381 -1.419 0.547  O4 0.957
7 O -5.932 -3.781 2.584  H8 0.957, H9 0.957
8 H -6.026 -3.192 1.835  O7 0.957
9 H -5.148 -4.295 2.388  O7 0.957
10 O -2.388 4.563 2.423  H11 0.957, H12 0.957
11 H -2.813 4.740 1.584  O10 0.957
12 H -2.037 5.411 2.697  O10 0.957
13 O -0.680 2.800 -3.865  H14 0.957, H15 0.957
14 H -0.353 2.237 -3.163  O13 0.957
15 H -0.794 3.656 -3.453  O13 0.957
16 C -0.726 -7.655 1.051  C17 1.563, H22 1.090, H23 1.090, H24 1.090
17 C -0.451 -6.127 1.233  C16 1.563, C18 1.559, N21 1.436, H25 1.090
18 C 1.067 -5.797 1.362  C17 1.559, O19 1.363, H26 1.090, H27 1.090
19 O 1.391 -4.474 1.413  C18 1.363, C20 1.389
20 C 2.737 -4.185 1.595  O19 1.389, H28 1.090, H29 1.090, H30 1.090
21 N -0.979 -5.527 0.041  C17 1.436, H31 1.010, H32 1.010
22 H -0.273 -7.989 0.117  C16 1.090
23 H -1.780 -7.923 1.127  C16 1.090
24 H -0.223 -8.268 1.798  C16 1.090
25 H -0.803 -5.725 2.183  C17 1.090
26 H 1.461 -6.058 0.380  C18 1.090
27 H 1.514 -6.387 2.163  C18 1.090
28 H 3.303 -4.577 0.750  C20 1.090
29 H 3.197 -4.588 2.498  C20 1.090
30 H 2.732 -3.098 1.673  C20 1.090
31 H -0.521 -4.645 -0.138  N21 1.010
32 H -0.766 -6.158 -0.719  N21 1.010
33 C 0.228 -1.617 -4.310  C34 1.549, H39 1.090, H40 1.090, H41 1.090
34 C 0.894 -2.936 -3.843  C33 1.549, C35 1.598, N38 1.424, H42 1.090
35 C 2.306 -2.758 -3.116  C34 1.598, O36 1.426, H43 1.090, H44 1.090
36 O 2.217 -1.870 -2.005  C35 1.426, C37 1.460
37 C 3.364 -1.817 -1.103  O36 1.460, H45 1.090, H46 1.090, H47 1.090
38 N -0.037 -3.773 -3.166  C34 1.424, H48 1.010, H49 1.010
39 H -0.752 -1.664 -4.784  C33 1.090
40 H 0.890 -1.020 -4.937  C33 1.090
41 H 0.105 -0.932 -3.471  C33 1.090
42 H 1.135 -3.577 -4.690  C34 1.090
43 H 2.995 -2.329 -3.844  C35 1.090
44 H 2.671 -3.678 -2.658  C35 1.090
45 H 3.390 -2.728 -0.505  C37 1.090
46 H 3.162 -0.939 -0.489  C37 1.090
47 H 4.308 -1.585 -1.595  C37 1.090
48 H -1.000 -3.752 -3.470  N38 1.010
49 H -0.128 -3.470 -2.207  N38 1.010
50 C 5.704 2.702 -0.855  C51 1.523, H56 1.090, H57 1.090, H58 1.090
51 C 4.616 3.007 0.166  C50 1.523, C52 1.535, N55 1.454, H59 1.090
52 C 4.500 1.856 1.175  C51 1.535, O53 1.465, H60 1.090, H61 1.090
53 O 3.445 2.125 2.156  C52 1.465, C54 1.444
54 C 2.108 1.949 1.637  O53 1.444, H62 1.090, H63 1.090, H64 1.090
55 N 5.057 4.130 0.978  C51 1.454, H65 1.010, H66 1.010
56 H 6.720 2.576 -0.480  C50 1.090
57 H 5.731 3.423 -1.672  C50 1.090
58 H 5.462 1.729 -1.281  C50 1.090
59 H 3.730 3.449 -0.289  C51 1.090
60 H 5.422 1.734 1.742  C52 1.090
61 H 4.240 0.892 0.738  C52 1.090
62 H 1.815 2.648 0.854  C54 1.090
63 H 1.433 2.248 2.438  C54 1.090
64 H 2.034 0.873 1.480  C54 1.090
65 H 4.627 3.995 1.882  N55 1.010
66 H 6.051 4.087 1.152  N55 1.010
67 C -5.317 3.002 -4.002  C68 1.514, H73 1.090, H74 1.090, H75 1.090
68 C -4.880 1.936 -4.983  C67 1.514, C69 1.573, N72 1.429, H76 1.090
69 C -5.375 0.466 -4.722  C68 1.573, O70 1.449, H77 1.090, H78 1.090
70 O -5.071 -0.058 -3.406  C69 1.449, C71 1.421
71 C -3.693 -0.053 -3.057  O70 1.421, H79 1.090, H80 1.090, H81 1.090
72 N -5.476 2.440 -6.181  C68 1.429, H82 1.010, H83 1.010
73 H -4.817 2.675 -3.090  C67 1.090
74 H -6.392 3.036 -3.825  C67 1.090
75 H -4.853 3.976 -4.161  C67 1.090
76 H -3.797 1.874 -5.086  C68 1.090
77 H -4.936 -0.165 -5.495  C69 1.090
78 H -6.462 0.509 -4.791  C69 1.090
79 H -3.122 0.875 -3.026  C71 1.090
80 H -3.136 -0.643 -3.785  C71 1.090
81 H -3.567 -0.578 -2.110  C71 1.090
82 H -5.332 1.789 -6.939  N72 1.010
83 H -6.478 2.354 -6.088  N72 1.010
84 C 0.611 -4.852 7.604  C85 1.517, H90 1.090, H91 1.090, H92 1.090
85 C 1.064 -4.218 6.303  C84 1.517, C86 1.636, N89 1.411, H93 1.090
86 C -0.005 -3.292 5.481  C85 1.636, O87 1.465, H94 1.090, H95 1.090
87 O -1.208 -4.101 5.271  C86 1.465, C88 1.424
88 C -2.162 -3.549 4.370  O87 1.424, H96 1.090, H97 1.090, H98 1.090
89 N 2.290 -3.522 6.348  C85 1.411, H99 1.010, H100 1.010
90 H 1.370 -5.552 7.954  C84 1.090
91 H -0.333 -5.381 7.472  C84 1.090
92 H 0.496 -4.114 8.398  C84 1.090
93 H 1.122 -5.007 5.552  C85 1.090
94 H 0.457 -3.005 4.536  C86 1.090
95 H -0.301 -2.440 6.093  C86 1.090
96 H -1.600 -3.351 3.457  C88 1.090
97 H -2.436 -2.555 4.721  C88 1.090
98 H -3.020 -4.173 4.118  C88 1.090
99 H 2.472 -3.194 5.410  N89 1.010
100 H 2.925 -4.295 6.487  N89 1.010
101 C 1.853 5.668 -4.514  C102 1.606, H107 1.090, H108 1.090, H109 1.090
102 C 2.998 5.962 -3.427  C101 1.606, C103 1.610, N106 1.433, H110 1.090
103 C 2.553 5.830 -1.886  C102 1.610, O104 1.415, H111 1.090, H112 1.090
104 O 1.474 6.680 -1.546  C103 1.415, C105 1.419
105 C 1.857 8.011 -1.236  O104 1.419, H113 1.090, H114 1.090, H115 1.090
106 N 4.156 5.183 -3.749  C102 1.433, H116 1.010, H117 1.010
107 H 2.092 5.498 -5.564  C101 1.090
108 H 1.215 6.552 -4.513  C101 1.090
109 H 1.199 4.914 -4.079  C101 1.090
110 H 3.262 7.012 -3.553  C102 1.090
111 H 3.322 5.922 -1.119  C103 1.090
112 H 2.233 4.802 -1.714  C103 1.090
113 H 2.241 8.568 -2.091  C105 1.090
114 H 2.546 7.988 -0.392  C105 1.090
115 H 0.961 8.500 -0.853  C105 1.090
116 H 4.553 5.669 -4.540  N106 1.010
117 H 3.878 4.365 -4.272  N106 1.010
118 C 0.127 -1.624 1.738  C119 1.528, H124 1.090, H125 1.090, H126 1.090
119 C -0.597 -1.639 0.392  C118 1.528, C120 1.499, N123 1.464, H127 1.090
120 C -0.476 -0.329 -0.325  C119 1.499, O121 1.421, H128 1.090, H129 1.090
121 O -0.928 0.755 0.473  C120 1.421, C122 1.402
122 C -0.974 1.968 -0.230  O121 1.402, H130 1.090, H131 1.090, H132 1.090
123 N 0.069 -2.749 -0.293  C119 1.464, H133 1.010, H134 1.010
124 H -0.147 -0.742 2.316  C118 1.090
125 H 1.196 -1.426 1.659  C118 1.090
126 H 0.010 -2.550 2.302  C118 1.090
127 H -1.636 -1.844 0.648  C119 1.090
128 H -1.028 -0.219 -1.259  C120 1.090
129 H 0.572 -0.318 -0.623  C120 1.090
130 H -0.041 2.333 -0.658  C122 1.090
131 H -1.298 2.629 0.574  C122 1.090
132 H -1.743 1.995 -1.003  C122 1.090
133 H 0.876 -2.417 -0.801  N123 1.010
134 H 0.452 -3.357 0.417  N123 1.010
135 C -0.813 1.658 4.377  C136 1.500, H141 1.090, H142 1.090, H143 1.090
136 C -2.082 0.881 4.184  C135 1.500, C137 1.618, N140 1.443, H144 1.090
137 C -3.291 1.204 5.210  C136 1.618, O138 1.429, H145 1.090, H146 1.090
138 O -2.767 0.749 6.459  C137 1.429, C139 1.465
139 C -3.739 0.589 7.543  O138 1.465, H147 1.090, H148 1.090, H149 1.090
140 N -2.412 1.257 2.830  C136 1.443, H150 1.010, H151 1.010
141 H -0.107 1.434 3.577  C135 1.090
142 H -0.299 1.389 5.300  C135 1.090
143 H -1.112 2.701 4.281  C135 1.090
144 H -1.968 -0.202 4.230  C136 1.090
145 H -4.208 0.712 4.885  C137 1.090
146 H -3.448 2.282 5.246  C137 1.090
147 H -4.527 -0.143 7.367  C139 1.090
148 H -4.068 1.610 7.735  C139 1.090
149 H -3.327 0.294 8.508  C139 1.090
150 H -1.696 0.942 2.191  N140 1.010
151 H -2.243 2.244 2.704  N140 1.010
152 C -1.834 6.837 -0.343  C153 1.562, H158 1.090, H159 1.090, H160 1.090
153 C -1.791 5.525 -1.190  C152 1.562, C154 1.556, N157 1.469, H161 1.090
154 C -3.184 4.839 -1.292  C153 1.556, O155 1.422, H162 1.090, H163 1.090
155 O -3.544 4.427 0.020  C154 1.422, C156 1.367
156 C -4.695 3.707 0.180  O155 1.367, H164 1.090, H165 1.090, H166 1.090
157 N -1.143 5.731 -2.493  C153 1.469, H167 1.010, H168 1.010
158 H -0.813 7.142 -0.116  C152 1.090
159 H -2.237 6.825 0.670  C152 1.090
160 H -2.306 7.677 -0.853  C152 1.090
161 H -1.179 4.849 -0.594  C153 1.090
162 H -3.130 3.997 -1.983  C154 1.090
163 H -3.925 5.541 -1.675  C154 1.090
164 H -4.427 2.741 -0.248  C156 1.090
165 H -5.593 4.238 -0.135  C156 1.090
166 H -4.754 3.584 1.261  C156 1.090
167 H -1.652 6.474 -2.949  N157 1.010
168 H -0.236 6.164 -2.400  N157 1.010
169 C 2.490 0.121 5.253  C170 1.551, H175 1.090, H176 1.090, H177 1.090
170 C 4.020 0.111 4.994  C169 1.551, C171 1.542, N174 1.479, H178 1.090
171 C 4.519 -0.778 3.837  C170 1.542, O172 1.419, H179 1.090, H180 1.090
172 O 4.270 -2.156 4.069  C171 1.419, C173 1.445
173 C 5.275 -2.875 4.817  O172 1.445, H181 1.090, H182 1.090, H183 1.090
174 N 4.628 1.458 4.937  C170 1.479, H184 1.010, H185 1.010
175 H 2.365 0.829 6.071  C169 1.090
176 H 2.020 -0.830 5.503  C169 1.090
177 H 1.870 0.396 4.400  C169 1.090
178 H 4.489 -0.280 5.897  C170 1.090
179 H 5.527 -0.566 3.479  C171 1.090
180 H 3.990 -0.518 2.921  C171 1.090
181 H 5.073 -3.943 4.742  C173 1.090
182 H 5.317 -2.609 5.874  C173 1.090
183 H 6.248 -2.689 4.362  C173 1.090
184 H 4.312 2.065 5.680  N174 1.010
185 H 4.200 1.839 4.105  N174 1.010
186 C -4.563 -5.364 -1.295  C187 1.496, H192 1.090, H193 1.090, H194 1.090
187 C -4.806 -5.919 0.073  C186 1.496, C188 1.531, N191 1.422, H195 1.090
188 C -4.677 -7.430 0.283  C187 1.531, O189 1.434, H196 1.090, H197 1.090
189 O -5.721 -8.099 -0.438  C188 1.434, C190 1.415
190 C -5.615 -9.510 -0.473  O189 1.415, H198 1.090, H199 1.090, H200 1.090
191 N -3.857 -5.218 0.867  C187 1.422, H201 1.010, H202 1.010
192 H -3.608 -5.663 -1.727  C186 1.090
193 H -4.659 -4.279 -1.341  C186 1.090
194 H -5.294 -5.751 -2.005  C186 1.090
195 H -5.756 -5.517 0.424  C187 1.090
196 H -4.830 -7.600 1.348  C188 1.090
197 H -3.711 -7.788 -0.073  C188 1.090
198 H -4.648 -9.785 -0.894  C190 1.090
199 H -6.332 -9.999 -1.132  C190 1.090
200 H -5.666 -9.891 0.547  C190 1.090
201 H -3.830 -4.268 0.526  N191 1.010
202 H -2.921 -5.535 0.658  N191 1.010
203 C 4.864 1.757 -8.847  C204 1.545, H209 1.090, H210 1.090, H211 1.090
204 C 3.824 2.381 -7.889  C203 1.545, C205 1.533, N208 1.441, H212 1.090
205 C 3.977 1.703 -6.522  C204 1.533, O206 1.463, H213 1.090, H214 1.090
206 O 2.832 2.092 -5.699  C205 1.463, C207 1.434
207 C 2.994 1.616 -4.357  O206 1.434, H215 1.090, H216 1.090, H217 1.090
208 N 3.984 3.813 -7.929  C204 1.441, H218 1.010, H219 1.010
209 H 5.865 1.863 -8.429  C203 1.090
210 H 4.848 2.301 -9.791  C203 1.090
211 H 4.662 0.694 -8.981  C203 1.090
212 H 2.896 2.137 -8.405  C204 1.090
213 H 4.884 1.988 -5.990  C205 1.090
214 H 3.933 0.627 -6.696  C205 1.090
215 H 2.881 0.532 -4.372  C207 1.090
216 H 2.227 1.983 -3.676  C207 1.090
217 H 3.961 1.817 -3.896  C207 1.090
218 H 4.889 4.009 -7.526  N208 1.010
219 H 3.334 4.203 -7.262  N208 1.010
220 C 1.412 -7.289 -4.504  C221 1.546, H226 1.090, H227 1.090, H228 1.090
221 C 1.402 -7.557 -2.982  C220 1.546, C222 1.582, N225 1.456, H229 1.090
222 C 2.582 -6.832 -2.217  C221 1.582, O223 1.468, H230 1.090, H231 1.090
223 O 3.940 -7.186 -2.650  C222 1.468, C224 1.449
224 C 4.368 -8.568 -2.562  O223 1.449, H232 1.090, H233 1.090, H234 1.090
225 N 0.200 -7.075 -2.317  C221 1.456, H235 1.010, H236 1.010
226 H 0.694 -7.901 -5.050  C220 1.090
227 H 2.391 -7.367 -4.977  C220 1.090
228 H 1.043 -6.282 -4.697  C220 1.090
229 H 1.351 -8.639 -2.860  C221 1.090
230 H 2.474 -7.014 -1.148  C222 1.090
231 H 2.513 -5.747 -2.302  C222 1.090
232 H 5.140 -8.681 -3.322  C224 1.090
233 H 3.596 -9.317 -2.740  C224 1.090
234 H 4.833 -8.785 -1.601  C224 1.090
235 H 0.274 -6.068 -2.342  N225 1.010
236 H -0.634 -7.330 -2.826  N225 1.010
237 C 0.217 6.517 2.720  C238 1.524, H243 1.090, H244 1.090, H245 1.090
238 C -0.648 7.594 3.365  C237 1.524, C239 1.540, N242 1.428, H246 1.090
239 C -0.592 8.886 2.531  C238 1.540, O240 1.358, H247 1.090, H248 1.090
240 O -1.288 9.808 3.245  C239 1.358, C241 1.440
241 C -1.384 11.189 2.847  O240 1.440, H249 1.090, H250 1.090, H251 1.090
242 N -1.936 6.999 3.531  C238 1.428, H252 1.010, H253 1.010
243 H -0.258 6.336 1.755  C237 1.090
244 H 0.164 5.545 3.209  C237 1.090
245 H 1.239 6.831 2.509  C237 1.090
246 H -0.268 7.743 4.376  C238 1.090
247 H -0.967 8.816 1.509  C239 1.090
248 H 0.458 9.151 2.404  C239 1.090
249 H -2.194 11.256 2.122  C241 1.090
250 H -0.465 11.440 2.317  C241 1.090
251 H -1.455 11.950 3.624  C241 1.090
252 H -2.525 7.807 3.673  N242 1.010
253 H -2.001 6.614 4.462  N242 1.010


Below is C5H7FN2 in the gas phase in a non-equilibrium geometry, with properties calculated with wB97M-V/def2-TZVPD.

Values from the calculation:
* ΔE to the lowest compared entry with this formula, charge and spin: 415.4 kJ/mol
* SMILES string: [H]/N=C(\F)N1C(C)=C1C
* Kohn-Sham gap: 9.18 eV

Each atom is followed by the atoms it is bonded to, with distances in Å.
Cartesian coordinates (Å):
1 H 2.579 0.755 1.592  N2 1.046
2 N 1.546 0.868 1.474  H1 1.046, C3 1.269
3 C 1.038 1.224 0.367  N2 1.269, F4 1.470, N5 1.397
4 F 1.582 1.791 -0.876  C3 1.470
5 N -0.326 1.169 0.070  C3 1.397, C6 1.465, C8 1.505
6 C -0.351 -0.003 -0.807  N5 1.465, C7 1.406, C8 1.303
7 C 0.179 -0.439 -2.035  C6 1.406, H10 1.136, H11 1.102, H12 1.068
8 C -0.831 -0.213 0.386  N5 1.505, C6 1.303, C9 1.481
9 C -1.510 -0.782 1.573  C8 1.481, H13 1.073, H14 1.038, H15 1.059
10 H -0.657 -0.566 -2.793  C7 1.136
11 H 0.864 0.339 -2.410  C7 1.102
12 H 0.685 -1.374 -1.941  C7 1.068
13 H -0.980 -1.699 1.744  C9 1.073
14 H -1.294 -0.136 2.356  C9 1.038
15 H -2.522 -0.934 1.300  C9 1.059